Below is a 10-piece molecular cluster, C39H54O19 overall in a non-equilibrium geometry, with properties calculated with the ωB97M-V functional and the def2-TZVPD basis.

Molar mass in g/mol: 826.8
Total energy in eV: -80201.8005
Kohn-Sham gap in eV: 6.20
HOMO in hartree: -0.3159
ΔE to the lowest compared entry with this formula, charge and spin in kJ/mol: 87.2
SMILES: O=C1C=C(O)C(=O)C=C1O.O=C1C=C(O)C(=O)C=C1O.O=C1C=C(O)C(=O)C=C1O.CC(C)=O.CC(C)=O.CC(C)=O.CC(C)=O.CC(C)=O.CC(C)=O.CC(C)=O

```
! RIJCOSX wB97M-V def2-TZVPD def2/J DEFGRID3
* xyz 0 1
C 3.517 -1.075 2.700
C 4.693 -1.152 3.636
C 4.515 -1.505 5.031
O 5.435 -1.552 5.748
C 3.142 -1.818 5.435
C 1.956 -1.867 4.396
C 2.192 -1.384 3.036
O 1.312 -1.205 2.348
O 0.720 -2.151 4.841
O 5.950 -0.943 3.123
H 3.954 -0.698 1.844
H 2.762 -1.688 6.628
H 0.597 -2.423 5.794
H 6.564 -1.038 3.908
C -3.843 2.283 -6.097
C -3.497 0.958 -6.629
C -2.625 0.071 -5.882
O -2.063 -0.876 -6.497
C -2.027 0.514 -4.633
C -2.487 1.839 -4.085
C -3.283 2.842 -4.833
O -3.401 4.000 -4.408
O -2.530 2.070 -2.739
O -3.962 0.538 -7.849
H -4.411 2.938 -6.709
H -1.219 -0.091 -4.025
H -2.149 1.307 -2.356
H -3.391 -0.093 -8.293
C 2.009 2.113 1.035
C 1.578 3.613 1.403
C 2.020 4.726 0.601
O 1.688 5.782 0.793
C 2.794 4.518 -0.567
C 3.100 3.046 -1.012
C 2.807 1.919 -0.139
O 3.049 0.699 -0.544
O 3.833 2.738 -2.033
O 0.802 3.814 2.567
H 1.611 1.281 1.720
H 3.093 5.470 -0.934
H 4.302 3.548 -2.493
H 0.699 4.706 2.649
C -2.729 -4.443 3.651
C -1.417 -5.171 3.180
O -1.054 -6.238 3.682
C -0.720 -4.599 2.044
H -3.219 -4.942 4.385
H -3.579 -4.460 2.720
H -2.611 -3.414 4.006
H 0.050 -5.259 1.882
H -0.527 -3.529 2.180
H -1.514 -4.563 1.165
C -2.625 5.401 -0.902
C -2.162 4.887 0.404
O -1.885 5.687 1.254
C -2.142 3.350 0.664
H -3.215 6.210 -0.638
H -3.158 4.677 -1.482
H -1.899 5.977 -1.546
H -2.999 2.856 0.692
H -1.893 3.189 1.533
H -1.545 2.894 0.008
C -5.780 -0.719 -0.089
C -5.540 -0.253 -1.545
O -4.612 -0.918 -2.145
C -6.473 0.664 -2.283
H -5.603 0.232 0.533
H -5.042 -1.379 0.418
H -6.834 -0.863 0.071
H -7.481 0.150 -2.607
H -6.211 0.965 -3.297
H -6.809 1.633 -1.732
C 2.794 0.179 -4.171
C 2.107 -0.956 -4.813
O 1.260 -0.741 -5.627
C 2.479 -2.372 -4.323
H 3.947 -0.246 -3.812
H 2.386 0.338 -3.117
H 2.866 1.142 -4.766
H 1.955 -2.487 -3.319
H 3.573 -2.660 -4.204
H 2.141 -3.050 -5.036
C 0.900 1.556 5.389
C -0.413 0.777 5.443
O -0.510 -0.012 6.342
C -1.498 0.850 4.231
H 1.246 1.860 4.308
H 1.775 1.135 5.882
H 0.610 2.607 5.732
H -1.144 0.527 3.269
H -1.674 1.796 4.208
H -2.454 0.381 4.453
C 5.704 -2.684 -0.331
C 4.718 -3.493 -1.146
O 4.919 -3.830 -2.293
C 3.378 -3.930 -0.512
H 6.636 -2.643 -0.765
H 5.736 -3.076 0.872
H 5.381 -1.648 -0.413
H 2.460 -4.163 -1.054
H 2.900 -3.176 0.008
H 3.624 -4.835 0.027
C 0.671 -1.224 -0.802
C -0.590 -0.497 -0.458
O -0.750 0.518 -1.030
C -1.792 -1.102 0.308
H 0.083 -2.002 -1.519
H 1.187 -1.716 0.042
H 1.294 -0.782 -1.463
H -1.652 -1.215 1.336
H -1.971 -2.087 0.140
H -2.864 -0.831 0.299
*
```